*A*
{
  "formula": "C8H32BrN16O8Y",
  "method": "the ωB97M-V functional and the def2-TZVPD basis",
  "symbols": ["Y", "Br", "C", "O", "N", "N", "H", "H", "H", "H", "C", "O", "N", "N", "H", "H", "H", "H", "C", "O", "N", "N", "H", "H", "H", "H", "C", "O", "N", "N", "H", "H", "H", "H", "C", "O", "N", "N", "H", "H", "H", "H", "C", "O", "N", "N", "H", "H", "H", "H", "C", "O", "N", "N", "H", "H", "H", "H", "C", "O", "N", "N", "H", "H", "H", "H"],
  "coordinates": [[-0.1028, -0.5407, 0.2292], [0.2881, -2.9922, 1.7499], [2.5053, -2.1324, -1.8460], [1.6632, -1.7997, -1.0175], [2.4625, -1.7921, -3.1784], [3.5700, -2.9077, -1.5154], [2.9461, -2.3975, -3.8132], [1.6132, -1.3480, -3.4805], [4.1140, -3.3283, -2.2447], [3.6151, -3.3564, -0.6164], [-0.4700, 0.3701, 3.6464], [-0.3273, 0.1180, 2.4491], [-1.3661, 1.2808, 4.1094], [0.2871, -0.2063, 4.6088], [-2.0072, 1.6965, 3.4613], [-1.5584, 1.3584, 5.0901], [1.0701, -0.7309, 4.2511], [0.2664, 0.0829, 5.5664], [-3.3079, -1.4102, 1.6958], [-2.3444, -1.0130, 1.0282], [-4.4890, -0.7272, 1.8087], [-3.1943, -2.4841, 2.5091], [-4.3703, 0.2211, 1.4861], [-5.1943, -0.9754, 2.4722], [-3.7957, -2.5460, 3.3064], [-2.4278, -3.1294, 2.3869], [0.1914, 3.1265, 0.6559], [0.1356, 1.9020, 0.5449], [0.6373, 3.9433, -0.3334], [-0.4519, 3.7687, 1.6642], [1.1727, 3.5791, -1.0992], [0.5179, 4.9393, -0.2989], [-0.3287, 4.7533, 1.8206], [-0.8441, 3.2101, 2.3935], [-2.5044, 1.5603, -1.4100], [-1.7693, 0.6034, -1.1423], [-3.0644, 1.7080, -2.6394], [-2.8852, 2.4991, -0.5002], [-3.7339, 2.4525, -2.6697], [-2.7528, 1.1244, -3.3872], [-3.2862, 3.3594, -0.8277], [-2.6804, 2.4773, 0.4782], [1.3287, 1.3315, -2.6535], [0.8960, 0.6785, -1.7134], [0.7173, 1.3752, -3.8859], [2.4210, 2.1374, -2.5262], [1.3078, 1.7679, -4.6000], [0.0993, 0.6158, -4.1030], [2.7514, 2.6722, -3.3086], [2.8812, 2.2087, -1.6380], [-0.9298, -2.9826, -2.2041], [-1.0087, -2.0392, -1.4028], [-0.4859, -4.1839, -1.8524], [-1.0885, -2.7777, -3.5492], [-0.2897, -4.9388, -2.4791], [-0.1444, -4.2392, -0.8973], [-1.3000, -1.8674, -3.9094], [-0.9538, -3.4892, -4.2423], [2.8865, -0.0183, 1.8143], [2.0443, 0.1228, 0.9189], [3.8250, 0.9204, 2.0676], [2.9561, -1.1149, 2.5925], [3.8910, 1.7909, 1.5759], [4.5756, 0.7393, 2.7086], [3.5625, -1.1772, 3.3897], [2.2579, -1.8492, 2.5057]],
  "homo_energy_ev": -13.07,
  "total_charge": 2,
  "multiplicity": 1,
  "orbital_gap_ev": 8.8026
}

---

*B*
{
  "formula": "C8H32BrN16O8Y",
  "method": "the ωB97M-V functional and the def2-TZVPD basis",
  "symbols": ["Y", "Br", "C", "O", "N", "N", "H", "H", "H", "H", "C", "O", "N", "N", "H", "H", "H", "H", "C", "O", "N", "N", "H", "H", "H", "H", "C", "O", "N", "N", "H", "H", "H", "H", "C", "O", "N", "N", "H", "H", "H", "H", "C", "O", "N", "N", "H", "H", "H", "H", "C", "O", "N", "N", "H", "H", "H", "H", "C", "O", "N", "N", "H", "H", "H", "H"],
  "coordinates": [[-3.5196, -29.5761, -22.4241], [-3.2313, -29.1377, -19.5700], [-6.2313, -29.5842, -24.9076], [-5.3250, -29.5528, -24.1047], [-6.4281, -28.6184, -25.7792], [-7.0055, -30.6530, -25.1838], [-7.3329, -28.6654, -26.2254], [-5.9064, -27.7612, -25.6648], [-6.8599, -31.5417, -24.7266], [-7.5411, -30.5264, -26.0307], [-0.0651, -30.4620, -22.2481], [-1.2701, -30.3676, -22.1562], [0.5596, -31.5677, -22.2872], [0.7707, -29.4574, -22.1734], [0.1114, -32.4023, -22.6375], [1.5492, -31.6203, -22.0918], [0.4653, -28.5099, -22.3437], [1.7606, -29.6246, -22.0625], [-5.6919, -26.8347, -21.7458], [-5.0049, -27.6909, -22.1940], [-6.0485, -26.6718, -20.4546], [-6.3504, -25.9637, -22.4831], [-5.3993, -27.1494, -19.8459], [-6.6526, -25.9316, -20.1271], [-5.9814, -25.9052, -23.4214], [-6.8109, -25.2698, -21.9116], [-3.3221, -33.0437, -21.3643], [-3.4795, -31.9029, -21.8356], [-2.2161, -33.4322, -20.8219], [-4.2846, -33.9076, -21.2462], [-2.1589, -34.2560, -20.2403], [-1.3950, -32.9022, -21.0769], [-5.0092, -33.6521, -21.9017], [-4.1496, -34.7828, -20.7603], [-6.4224, -31.1240, -20.9144], [-5.5926, -30.4148, -21.5392], [-7.6285, -31.3784, -21.2844], [-6.2899, -31.5483, -19.7088], [-8.2169, -31.9868, -20.7332], [-7.7194, -31.4642, -22.2866], [-7.0822, -32.0268, -19.3046], [-5.5473, -31.0971, -19.1939], [-2.5099, -27.7238, -25.3934], [-2.7475, -28.3199, -24.3518], [-2.9054, -26.5317, -25.6237], [-1.7854, -28.1558, -26.2832], [-2.6031, -26.0150, -26.4371], [-3.3718, -26.0376, -24.8764], [-1.3254, -29.0514, -26.2035], [-1.8438, -27.6023, -27.1260], [-2.9236, -31.5986, -25.2994], [-2.8641, -30.8742, -24.2661], [-3.7661, -32.5256, -25.4075], [-2.1868, -31.4688, -26.3292], [-3.7283, -33.1140, -26.2275], [-4.5283, -32.6862, -24.7645], [-1.2803, -31.0755, -26.1203], [-2.2937, -32.1718, -27.0464], [-1.4549, -26.5435, -22.1452], [-2.2430, -27.4270, -22.0095], [-1.5159, -25.2997, -22.6201], [-0.2972, -26.8418, -21.7418], [-0.8626, -24.5436, -22.4729], [-2.3413, -25.0703, -23.1550], [0.6036, -26.4356, -21.9508], [-0.3240, -27.7123, -21.2304]],
  "homo_energy_ev": -12.20,
  "total_charge": 2,
  "multiplicity": 1,
  "orbital_gap_ev": 7.7272
}

---

Stability summary: most stable *A*, least stable *B*.

---

*A*
{
  "formula": "C3H2O2",
  "method": "the ωB97M-V functional and the def2-TZVPD basis",
  "symbols": ["C", "C", "C", "O", "O", "H", "H"],
  "coordinates": [[0.4656, -0.8928, -0.1018], [-0.4529, -1.7873, 0.1131], [-0.4507, 1.0787, 0.0668], [0.6862, 0.4116, 0.0460], [-1.5252, 0.5020, -0.0703], [1.4952, -1.3533, -0.3454], [-0.2181, 2.0411, 0.2915]],
  "homo_energy_ev": [-8.46, -9.94],
  "total_charge": 0,
  "multiplicity": 3,
  "orbital_gap_ev": [9.3092, 7.2952]
}

---

*B*
{
  "formula": "C3H2O2",
  "method": "the ωB97M-V functional and the def2-TZVPD basis",
  "symbols": ["C", "C", "C", "O", "O", "H", "H"],
  "coordinates": [[-0.9709, 0.1245, 1.4140], [-0.8601, -0.2147, 2.6833], [-0.2676, -0.0015, 0.0783], [-0.6747, -0.1214, 3.8145], [-1.6308, -0.2366, 0.2195], [0.1324, 0.8709, -0.5351], [0.4239, -0.8384, -0.3465]],
  "homo_energy_ev": [-6.69, -11.48],
  "total_charge": 0,
  "multiplicity": 3,
  "orbital_gap_ev": [7.3761, 9.5365]
}

---

Stability summary: most stable *B*, least stable *A*.

---

*A*
{
  "formula": "C6H9IN3",
  "method": "the ωB97M-V functional and the def2-TZVPD basis",
  "symbols": ["C", "C", "C", "C", "C", "C", "N", "N", "N", "I", "H", "H", "H", "H", "H", "H", "H", "H", "H"],
  "coordinates": [[-0.8354, -2.0308, -0.5766], [0.1065, 2.0221, 1.1455], [0.9285, -2.7944, 0.6952], [-2.0246, -1.4465, -0.7653], [0.9007, 1.2441, -0.7319], [1.1338, 2.5771, -0.7562], [0.0412, -1.8545, 0.4595], [0.2833, 0.9117, 0.4749], [0.4709, 3.0234, 0.3466], [-3.1819, -0.0340, 0.2649], [-0.5985, -2.8526, -1.3859], [-0.5829, 2.0858, 1.9108], [1.6264, -2.7516, 1.5192], [0.9685, -3.7591, 0.2420], [-2.6404, -1.8104, -1.6094], [1.2290, 0.3728, -1.2229], [1.4543, 3.2509, -1.5196], [0.1427, -0.0559, 0.8137], [0.5780, 3.9019, 0.6955]],
  "homo_energy_ev": -12.21,
  "total_charge": 1,
  "multiplicity": 1,
  "orbital_gap_ev": 8.7939
}

---

*B*
{
  "formula": "C6H9IN3",
  "method": "the ωB97M-V functional and the def2-TZVPD basis",
  "symbols": ["C", "C", "C", "C", "C", "C", "N", "N", "N", "I", "H", "H", "H", "H", "H", "H", "H", "H", "H"],
  "coordinates": [[1.1151, -0.8375, 0.8342], [0.0588, 0.0558, 0.9484], [0.8829, -1.9489, 0.0195], [0.3219, 1.1837, 1.8787], [-1.1328, -1.1187, -0.8043], [-1.2130, -0.3284, 0.3766], [-0.1464, -2.0414, -0.8099], [1.4023, 1.4524, 2.4194], [-0.3519, 1.0881, -2.1202], [-2.8424, 0.6137, 1.3860], [2.1110, -0.7205, 1.3010], [-0.7975, 0.3514, -1.5333], [1.5898, -2.7785, -0.1417], [-0.5871, 1.7234, 2.2405], [-1.8894, -1.3865, -1.6828], [2.2131, 0.9001, 2.4653], [-0.7772, 2.0212, -1.8804], [-0.5393, 0.6943, -3.1394], [0.5821, 1.0763, -1.7578]],
  "homo_energy_ev": -12.88,
  "total_charge": 1,
  "multiplicity": 1,
  "orbital_gap_ev": 8.6990
}

---

Stability summary: most stable *A*, least stable *B*.

---

*A*
{
  "formula": "C6H12NO2",
  "method": "the ωB97M-V functional and the def2-TZVPD basis",
  "symbols": ["C", "O", "C", "N", "C", "O", "C", "C", "C", "H", "H", "H", "H", "H", "H", "H", "H", "H", "H", "H", "H"],
  "coordinates": [[-0.7737, 2.5653, 0.9438], [-1.3567, 1.2513, 0.8358], [-0.7414, 0.3930, 0.1474], [-1.0729, -0.8684, 0.1002], [-2.2595, -1.4813, 0.6210], [-0.2611, -1.6345, -0.5859], [0.8453, -0.9448, -1.0911], [2.1670, -1.4552, -0.4996], [0.5823, 0.5321, -0.6265], [-0.6744, 3.0023, 0.0014], [0.2228, 2.3985, 1.2477], [-1.4577, 3.1750, 1.6074], [-3.0963, -0.8915, 0.2819], [-2.2694, -1.6192, 1.6938], [-2.3356, -2.4125, 0.1150], [0.8466, -1.1173, -2.1610], [2.0571, -1.7471, 0.5249], [3.0042, -0.6900, -0.3555], [2.6450, -2.3403, -1.0974], [0.4450, 1.3624, -1.4561], [1.3465, 1.1309, -0.0842]],
  "homo_energy_ev": -13.76,
  "total_charge": 1,
  "smiles": "COC1=[N+](C)O[C@H](C)C1",
  "multiplicity": 1,
  "orbital_gap_ev": 10.6845
}

---

*B*
{
  "formula": "C6H12NO2",
  "method": "the ωB97M-V functional and the def2-TZVPD basis",
  "symbols": ["C", "C", "C", "C", "C", "C", "N", "O", "O", "H", "H", "H", "H", "H", "H", "H", "H", "H", "H", "H", "H"],
  "coordinates": [[-1.6941, -0.7601, 1.0936], [-1.1869, 0.4430, 0.1824], [-0.5202, -0.3495, -0.8893], [-1.4377, -1.9292, 0.2697], [2.8693, -0.0926, -0.3537], [-1.9860, 1.5810, -0.4618], [2.7749, 1.1676, 0.1294], [-0.7138, -1.6696, -0.8115], [2.9814, -1.1889, 0.4212], [-1.1605, -0.9219, 2.0686], [-2.6848, -0.5551, 1.3469], [-0.3734, 0.7501, 0.8706], [-0.0054, -0.0891, -1.7135], [-1.7505, -2.9435, 0.1290], [2.8558, -0.0473, -1.4638], [-2.4554, 2.0113, 0.4055], [-2.7305, 1.1889, -1.1735], [-1.3485, 2.3714, -0.8160], [3.2516, 1.8312, -0.4612], [2.5673, 1.2517, 1.1006], [2.7476, -2.0494, 0.1269]],
  "homo_energy_ev": [-10.25, -10.02],
  "total_charge": 1,
  "multiplicity": 1,
  "orbital_gap_ev": [5.5970, 5.0076]
}

---

Stability summary: most stable *A*, least stable *B*.

---

*A*
{
  "formula": "C7H13N2O2",
  "method": "the ωB97M-V functional and the def2-TZVPD basis",
  "symbols": ["C", "C", "C", "C", "C", "C", "C", "N", "N", "O", "O", "H", "H", "H", "H", "H", "H", "H", "H", "H", "H", "H", "H", "H"],
  "coordinates": [[0.5919, 1.5860, 0.4742], [2.2109, -0.3032, 0.4926], [-0.0248, 1.4731, -0.9444], [-2.2198, 0.2872, -0.1409], [1.8526, -1.5948, -0.2018], [-1.9991, -0.8785, 0.9534], [-0.2199, -0.8380, -0.3943], [0.9873, 0.2184, 0.9764], [-0.9563, 0.3106, -0.9129], [0.7562, -1.2784, -1.1327], [-1.1009, -1.6510, 0.2714], [1.5362, 2.1271, 0.5537], [-0.0917, 2.0632, 1.2385], [2.9094, -0.4719, 1.3122], [2.7374, 0.3386, -0.2715], [-0.5498, 2.4180, -1.2409], [0.8170, 1.2548, -1.6367], [-2.9174, -0.2677, -0.7852], [-2.6660, 1.2238, 0.3857], [2.6905, -2.0482, -0.8235], [1.4694, -2.2980, 0.6404], [-1.6077, -0.4953, 1.9756], [-2.9981, -1.4033, 1.1270], [-1.2073, 0.2275, -1.9162]],
  "homo_energy_ev": -12.82,
  "total_charge": 1,
  "multiplicity": 1,
  "orbital_gap_ev": 9.5566
}

---

*B*
{
  "formula": "C7H13N2O2",
  "method": "the ωB97M-V functional and the def2-TZVPD basis",
  "symbols": ["C", "C", "C", "C", "O", "N", "C", "N", "C", "C", "O", "H", "H", "H", "H", "H", "H", "H", "H", "H", "H", "H", "H", "H"],
  "coordinates": [[-2.8194, 0.8246, 0.1029], [-1.8737, 0.2244, -0.9578], [-0.5763, -0.0324, -0.4267], [-0.3950, -1.4545, 0.4086], [-1.3560, -2.4022, 0.2561], [0.8587, -1.9238, 0.6447], [1.9556, -1.1909, 0.3535], [1.7839, 0.0641, -0.0453], [2.9492, 0.8360, -0.3131], [0.5350, 0.8627, -0.1212], [0.5234, 1.6660, 1.0338], [-2.6958, 1.9539, 0.1121], [-2.5895, 0.3402, 1.0096], [-3.8865, 0.7905, -0.2267], [-1.8732, 0.9254, -1.7005], [-2.3450, -0.6487, -1.3882], [-2.2153, -1.9778, 0.2676], [0.8379, -2.8747, 1.1760], [2.8439, -1.6790, 0.3380], [2.9162, 1.8290, 0.1805], [3.7682, 0.2232, -0.0233], [3.1822, 0.8367, -1.3694], [0.6711, 1.5137, -0.9869], [-0.1998, 1.2936, 1.6755]],
  "homo_energy_ev": -12.10,
  "total_charge": 1,
  "smiles": "CCC1=C(O)[NH+]=CN(C)[C@@H]1O",
  "multiplicity": 1,
  "orbital_gap_ev": 7.8733
}

---

Stability summary: most stable *B*, least stable *A*.

---

*A*
{
  "formula": "ClHNO2P",
  "method": "the ωB97M-V functional and the def2-TZVPD basis",
  "symbols": ["N", "O", "O", "P", "Cl", "H"],
  "coordinates": [[1.1320, -0.1908, -0.0935], [1.0167, -1.4173, 0.0898], [2.3944, 1.6676, -0.8360], [2.4788, 0.5624, 0.1073], [3.7216, -0.8896, -0.0668], [0.2642, 0.4363, 0.1148]],
  "homo_energy_ev": [-10.05, -9.47],
  "total_charge": 0,
  "multiplicity": 1,
  "orbital_gap_ev": [8.1209, 8.3079]
}

---

*B*
{
  "formula": "ClHNO2P",
  "method": "the ωB97M-V functional and the def2-TZVPD basis",
  "symbols": ["O", "N", "O", "P", "Cl", "H"],
  "coordinates": [[-2.1725, 0.5317, -0.8122], [-1.7370, 0.1669, 0.2692], [-2.1509, 0.5113, 1.3614], [-0.3992, -0.9711, 0.2994], [-0.0309, -0.7522, 2.3707], [0.6241, -0.0393, -0.0775]],
  "homo_energy_ev": -10.88,
  "total_charge": 0,
  "smiles": "O=[N+]([O-])PCl",
  "multiplicity": 1,
  "orbital_gap_ev": 10.3594
}

---

Stability summary: most stable *A*, least stable *B*.